C14H30BrNO6 | ωB97M-V/def2-TZVPD

Structure (XYZ):
```
52
Properties=species:S:1:pos:R:3:forces:R:3
O -0.65965 5.03017 4.26112 -0.24 0.12 -0.42
C -0.38409 3.91862 3.88674 0.25 0.07 0.31
N 0.76943 3.56746 3.16985 -0.55 -0.61 -0.13
C 0.81286 2.09736 3.02674 -0.13 0.28 -0.52
C -0.17164 1.57269 4.07271 0.02 -0.17 -0.29
Br 0.66163 1.30941 5.81392 0.10 0.02 -0.02
C -1.21917 2.67441 4.14171 0.30 0.02 0.41
C -2.28824 2.55826 3.02834 -0.09 -0.01 0.24
C -3.71124 2.63726 3.58831 -0.12 0.07 -0.15
O -3.87424 3.63650 4.58223 0.16 0.01 -0.06
H 0.82603 4.05087 2.28189 0.42 0.32 0.28
H 1.83162 1.71530 3.11294 -0.17 0.02 0.18
H 0.42746 1.81730 2.03618 0.13 -0.12 0.07
H -0.56587 0.60016 3.78025 0.00 0.10 0.16
H -1.66588 2.77675 5.13349 -0.12 -0.21 -0.23
H -2.16675 1.60162 2.50805 -0.07 0.16 -0.08
H -2.15860 3.35856 2.28993 0.04 -0.12 0.04
H -4.00318 1.68322 4.04188 0.10 0.16 0.05
H -4.40606 2.82432 2.75688 0.09 -0.08 0.08
H -3.26402 4.36941 4.41627 -0.12 -0.07 -0.02
C 2.24704 2.57921 -0.55511 -0.03 0.03 0.07
O 1.22351 1.61216 -0.69978 0.05 0.01 0.01
C 0.58106 1.65428 -1.96606 -0.07 -0.01 0.07
C 1.10044 0.58634 -2.90239 0.01 -0.08 -0.09
O 2.46550 0.78367 -3.22883 0.02 0.05 0.08
C 3.34904 -0.04503 -2.49713 0.00 -0.01 -0.03
H 2.82259 2.31908 0.33267 -0.02 -0.01 0.01
H 2.91679 2.59975 -1.41708 -0.01 -0.02 -0.01
H 1.81731 3.57912 -0.41808 0.03 0.02 -0.04
H 0.70243 2.64273 -2.42086 0.01 0.00 0.00
H -0.48706 1.48696 -1.79901 0.00 0.00 -0.01
H 0.52835 0.63068 -3.83409 -0.01 0.00 0.01
H 0.94871 -0.40463 -2.46031 -0.01 0.00 0.01
H 3.30147 -1.07943 -2.85534 -0.02 -0.01 0.03
H 3.12503 -0.02946 -1.42769 0.00 0.00 0.00
H 4.35676 0.33491 -2.65633 0.00 -0.01 -0.03
C 0.34462 -3.95958 -0.83195 -0.01 0.02 0.01
O 0.13551 -3.27913 -2.05590 -0.03 0.00 -0.01
C 0.75295 -3.90508 -3.16836 0.04 0.11 0.02
C -0.23027 -4.71283 -3.98660 -0.02 -0.09 -0.05
O -0.75594 -5.80789 -3.25878 0.03 0.03 0.07
C -2.04676 -5.57487 -2.72782 0.00 -0.01 -0.01
H -0.34431 -3.53528 -0.10339 0.01 0.02 0.00
H 0.14748 -5.02963 -0.92804 0.00 0.00 0.00
H 1.36971 -3.81376 -0.47422 0.01 -0.03 -0.01
H 1.57678 -4.54590 -2.83748 0.00 -0.01 0.00
H 1.17217 -3.11596 -3.80100 0.01 -0.01 -0.01
H 0.28870 -5.11623 -4.86118 0.00 0.02 -0.01
H -1.03866 -4.06518 -4.34225 0.00 0.01 0.01
H -2.80474 -5.60153 -3.51820 0.00 0.03 0.00
H -2.10312 -4.61367 -2.21127 0.00 0.00 0.01
H -2.25348 -6.37346 -2.01755 0.00 -0.02 -0.02
```
Positions in Å, forces in eV/Å.

Values from the calculation:
Gap between HOMO and LUMO (eV): 9.88
LUMO energy (Ha): 0.013
Spin multiplicity: 1
Structure (SMILES): O=C1NC[C@@H](Br)[C@@H]1CCO.COCCOC.COCCOC
Charge: 0

C4H13N2 | ωB97M-V/def2-TZVPD

Structure (XYZ):
```
19
Properties=species:S:1:pos:R:3:forces:R:3
N -2.10667 -0.05425 -0.71931 0.80 -4.30 -1.34
C -1.06014 -0.68892 -1.50385 4.49 0.74 1.84
C -0.04462 -1.33776 -0.34666 -1.31 1.00 -1.85
N 0.18570 -0.25167 0.70371 -3.46 0.75 -3.36
C 1.47206 0.41650 0.62080 3.53 -1.24 2.52
C 1.58769 1.86963 1.16252 0.25 -0.80 -0.01
H -2.76497 0.41338 -1.27744 -1.63 1.82 -0.58
H -2.48250 -0.78473 -0.06734 -0.24 1.36 0.24
H -0.60172 0.45565 0.45174 1.72 -0.78 1.00
H -0.34784 0.06290 -2.01489 -1.82 -0.83 -0.04
H -1.40009 -1.52677 -2.19293 -0.21 0.97 0.38
H -0.69930 -2.05259 0.07055 -0.09 -1.34 0.95
H 0.89460 -1.78692 -0.73213 -0.70 0.47 0.25
H -0.13415 -0.64738 1.56885 0.67 0.06 1.25
H 2.07781 -0.30294 1.26483 -0.38 1.19 0.12
H 2.10646 0.13072 -0.25603 -1.56 0.95 -0.39
H 1.04934 2.56420 0.50226 -0.17 -0.09 0.45
H 2.64562 2.03582 0.90069 -0.25 0.46 0.73
H 1.37368 2.02340 2.29410 0.37 -0.39 -2.14
```
Positions in Å, forces in eV/Å.

Values from the calculation:
Gap between HOMO and LUMO (spin up / spin down) (eV): 12.22 / 5.69
LUMO energy (spin up / spin down) (Ha): -0.288 / -0.527
Energy above the lowest of the compared OMol25 structures with the same formula, charge and spin (eV): 3.1088
Spin multiplicity: 2
Charge: +2

C5H7N4O3 | ωB97M-V/def2-TZVPD

Structure (XYZ):
```
19
Properties=species:S:1:pos:R:3:forces:R:3
C -0.94731 0.09361 2.26642 0.06 0.04 -0.41
C 1.45716 0.93736 -0.74822 -1.06 -1.65 0.48
C -0.12527 -1.81575 0.00588 0.81 0.26 0.13
C -0.55580 2.09727 -1.60513 0.09 -0.06 0.02
C 0.71046 -0.12286 -0.27243 1.33 0.98 -0.79
N 0.69858 1.87166 -1.60072 -0.35 0.53 -0.36
N -0.67215 1.12591 1.73473 -0.15 1.17 -0.14
N 1.05009 -1.31577 0.39459 -0.39 -0.38 -0.06
N -0.77355 -2.95008 0.17607 -0.12 0.15 -0.14
O -1.15736 -1.01439 2.51488 -0.38 -1.03 0.81
O 2.61077 1.22178 -0.51737 0.83 0.43 0.14
O -0.50937 -0.72879 -0.67953 -0.71 -0.57 -0.08
H -1.19619 1.54148 -0.93255 0.06 -0.02 0.08
H -0.99066 2.82939 -2.27178 0.15 0.07 -0.09
H 1.33838 2.42732 -2.17951 -0.21 -0.12 0.08
H -0.58570 2.06269 2.06731 0.02 0.17 0.36
H 1.83165 -1.62217 0.94963 -0.03 -0.04 0.01
H -0.46946 -3.60878 0.87790 -0.02 0.09 -0.07
H -1.71428 -3.02988 -0.18018 0.05 -0.02 0.04
```
Positions in Å, forces in eV/Å.

Values from the calculation:
Gap between HOMO and LUMO (spin up / spin down) (eV): 6.61 / 6.60
LUMO energy (spin up / spin down) (Ha): -0.168 / -0.168
Energy above the lowest of the compared OMol25 structures with the same formula, charge and spin (eV): 1.9140
Spin multiplicity: 1
Charge: +1

C4H9N | ωB97M-V/def2-TZVPD

Structure (XYZ):
```
14
Properties=species:S:1:pos:R:3:forces:R:3
C 1.67421 -0.60715 -0.03236 3.15 -4.31 0.47
C 0.52806 0.19098 0.06300 -3.46 3.21 0.30
C 0.57159 1.51700 -0.03018 -0.27 1.34 0.01
C -0.86613 -0.51852 0.07264 1.46 -0.71 -2.41
H 1.65782 -1.50005 -0.81059 -0.27 1.64 1.69
H 2.64408 -0.12376 -0.17074 -0.44 0.55 -0.37
H 1.80180 -1.00273 1.01227 0.06 -0.60 -0.90
H -0.42844 2.00497 0.01383 1.11 0.13 0.00
H 1.51554 2.15576 -0.17745 -1.60 -1.26 0.18
H -0.49586 -0.98564 -0.87358 -1.66 -0.30 -0.20
H -1.04718 -1.38735 0.66132 0.83 -0.53 1.35
H -2.93395 -0.53983 -0.30367 1.96 1.17 0.07
H -2.48102 0.63132 0.71031 0.55 -0.02 -0.16
N -2.14051 0.16499 -0.13481 -1.44 -0.31 -0.02
```
Positions in Å, forces in eV/Å.

Values from the calculation:
Gap between HOMO and LUMO (eV): 9.91
LUMO energy (Ha): 0.037
Energy above the lowest of the compared OMol25 structures with the same formula, charge and spin (eV): 1.8801
Spin multiplicity: 1
Structure (SMILES): C=C(C)CN
Charge: 0

| no. | DFT total energy (eV) |
| --- | --- |
| 1 | -98819.744 |
| 2 | -7316.927 |
| 3 | -17391.894 |
| 4 | -5781.932 |